{"formula": "C34H100N6O13", "method": "wB97M-V/def2-TZVPD", "symbols": ["C", "C", "O", "H", "H", "H", "H", "H", "H", "C", "C", "O", "H", "H", "H", "H", "H", "H", "C", "C", "O", "H", "H", "H", "H", "H", "H", "C", "C", "O", "H", "H", "H", "H", "H", "H", "C", "C", "O", "H", "H", "H", "H", "H", "H", "C", "C", "C", "O", "C", "N", "H", "H", "H", "H", "H", "H", "H", "H", "H", "H", "H", "C", "C", "C", "O", "C", "N", "H", "H", "H", "H", "H", "H", "H", "H", "H", "H", "H", "C", "C", "C", "O", "C", "N", "H", "H", "H", "H", "H", "H", "H", "H", "H", "H", "H", "C", "C", "C", "O", "C", "N", "H", "H", "H", "H", "H", "H", "H", "H", "H", "H", "H", "C", "C", "C", "O", "C", "N", "H", "H", "H", "H", "H", "H", "H", "H", "H", "H", "H", "C", "C", "C", "O", "C", "N", "H", "H", "H", "H", "H", "H", "H", "H", "H", "H", "H", "O", "H", "H", "O", "H", "H"], "xyz": [[0.603, 11.051, -11.728], [-0.284, 10.695, -12.925], [-0.148, 9.326, -13.274], [0.272, 10.506, -10.841], [0.529, 12.127, -11.567], [1.633, 10.762, -11.931], [0.086, 11.197, -13.819], [-1.312, 10.937, -12.649], [-0.695, 8.784, -12.699], [1.606, 8.721, -7.317], [0.525, 7.961, -6.551], [-0.198, 7.218, -7.496], [2.361, 7.986, -7.614], [2.130, 9.478, -6.737], [1.232, 9.072, -8.278], [-0.104, 8.756, -6.130], [0.858, 7.326, -5.727], [-0.939, 6.894, -6.974], [2.716, 11.547, -4.358], [1.637, 10.674, -3.713], [2.102, 9.306, -3.672], [2.910, 11.117, -5.340], [3.638, 11.342, -3.812], [2.412, 12.590, -4.321], [0.780, 10.712, -4.395], [1.212, 10.886, -2.731], [1.314, 8.768, -3.561], [2.500, 14.328, -13.001], [1.630, 14.547, -14.210], [2.445, 14.953, -15.306], [1.952, 13.809, -12.213], [2.827, 15.275, -12.567], [3.359, 13.712, -13.267], [0.829, 15.273, -14.059], [1.218, 13.583, -14.517], [3.208, 15.427, -14.965], [3.408, 12.357, -10.034], [4.141, 11.352, -9.117], [3.713, 11.603, -7.813], [3.824, 13.351, -9.861], [2.353, 12.421, -9.766], [3.483, 12.117, -11.094], [5.220, 11.511, -9.198], [3.933, 10.333, -9.451], [4.082, 10.932, -7.223], [0.777, 18.033, -7.753], [1.807, 17.905, -8.877], [2.950, 17.057, -8.400], [3.917, 17.141, -9.445], [5.121, 16.535, -9.053], [1.200, 17.374, -10.113], [0.392, 17.020, -7.600], [-0.097, 18.654, -7.947], [1.277, 18.333, -6.833], [2.227, 18.909, -9.007], [2.592, 16.024, -8.351], [3.370, 17.337, -7.432], [5.836, 16.499, -9.877], [5.018, 15.482, -8.773], [5.640, 17.067, -8.251], [1.864, 17.636, -10.832], [0.311, 17.798, -10.340], [-4.616, 13.772, -8.149], [-3.285, 13.698, -7.405], [-2.365, 12.568, -7.897], [-1.205, 12.418, -7.083], [-0.147, 11.742, -7.732], [-2.563, 14.979, -7.688], [-4.456, 13.931, -9.218], [-5.282, 14.564, -7.809], [-5.174, 12.841, -8.028], [-3.549, 13.616, -6.351], [-2.073, 12.722, -8.940], [-2.810, 11.569, -7.812], [-0.451, 10.725, -7.996], [0.704, 11.696, -7.055], [0.134, 12.280, -8.642], [-1.620, 14.944, -7.322], [-2.529, 15.024, -8.698], [6.042, 12.412, -4.767], [6.929, 13.402, -5.537], [7.039, 13.216, -7.059], [7.991, 14.081, -7.709], [9.316, 13.741, -7.311], [6.375, 14.720, -5.314], [6.041, 12.604, -3.696], [6.332, 11.375, -4.952], [5.021, 12.418, -5.151], [7.907, 13.312, -5.057], [6.054, 13.447, -7.467], [7.223, 12.163, -7.302], [9.419, 12.652, -7.274], [9.565, 14.126, -6.321], [10.054, 14.042, -8.053], [5.420, 14.840, -5.641], [6.903, 15.336, -5.926], [6.646, 9.225, -10.082], [8.184, 9.167, -10.096], [8.712, 9.047, -11.527], [10.007, 8.480, -11.604], [10.379, 8.066, -12.872], [8.744, 10.320, -9.364], [6.242, 8.278, -10.450], [6.157, 10.055, -10.593], [6.172, 9.253, -9.099], [8.490, 8.260, -9.572], [8.661, 10.008, -12.047], [7.981, 8.416, -12.046], [9.628, 7.419, -13.335], [11.313, 7.500, -12.874], [10.630, 8.827, -13.621], [8.740, 11.163, -9.931], [9.749, 10.222, -9.251], [6.289, 13.823, -11.426], [7.540, 12.942, -11.488], [7.909, 12.710, -12.956], [6.949, 11.811, -13.523], [6.878, 11.887, -14.966], [8.652, 13.600, -10.828], [5.971, 14.035, -10.404], [5.413, 13.398, -11.919], [6.544, 14.770, -11.906], [7.382, 12.018, -10.933], [8.882, 12.243, -13.136], [7.973, 13.694, -13.431], [6.038, 11.269, -15.276], [7.787, 11.388, -15.311], [6.807, 12.893, -15.379], [8.342, 13.769, -9.876], [8.867, 14.525, -11.183], [3.098, 7.938, -11.086], [2.829, 7.392, -12.501], [1.552, 6.537, -12.495], [1.281, 6.025, -13.792], [0.103, 5.246, -13.866], [2.659, 8.550, -13.345], [3.750, 8.807, -11.140], [3.520, 7.173, -10.432], [2.145, 8.229, -10.637], [3.698, 6.884, -12.920], [0.688, 7.077, -12.099], [1.702, 5.677, -11.830], [0.231, 4.317, -13.306], [-0.092, 5.107, -14.928], [-0.760, 5.784, -13.462], [2.625, 8.319, -14.332], [1.730, 8.958, -13.227], [3.677, 14.352, -6.624], [3.815, 13.492, -7.046], [2.724, 14.415, -6.516], [5.431, 9.650, -6.701], [5.222, 8.911, -6.121], [6.393, 9.675, -6.731]], "mulliken_charge": [0.1473, -0.7328, -0.5452, 0.0321, 0.2623, -0.0573, 0.1194, 0.4807, 0.2905, 0.5109, -0.5866, -0.5269, 0.5593, -0.5549, -0.2597, 0.2676, 0.3449, 0.3188, -0.4005, -0.4094, -0.5672, -0.4057, 0.3772, 0.3505, 0.1560, 0.4347, 0.3011, -0.4488, -0.1792, -0.5577, -0.1056, 0.4293, 0.2046, 0.3162, 0.0749, 0.3072, -0.1212, 1.4674, 1.6782, -0.4192, -0.4758, 0.4340, -0.8150, -0.2244, -0.9137, -1.3610, 0.5023, -0.2856, -0.4270, -0.6135, -0.5818, 0.1898, 0.4045, 0.3828, 0.1512, -0.0841, 0.4624, 0.3238, 0.0481, 0.4490, 0.2386, 0.2440, -1.5041, 0.3185, -0.5526, -0.3492, -0.0763, -0.6836, 0.3237, 0.3812, 0.3663, 0.3406, 0.2429, 0.3590, 0.2020, -0.2066, 0.2930, 0.2227, 0.2649, -1.1598, 0.4058, 0.9063, -0.3713, -1.0029, -0.7379, 0.5126, 0.3349, -0.2454, 0.4175, -1.0281, 0.0927, 0.3805, 0.3593, 0.3539, 0.2955, 0.4124, -0.8060, 0.2083, -0.3068, -0.3807, -0.7583, -0.4475, 0.5253, -0.0403, 0.0372, 0.5646, -0.0075, 0.3904, 0.3073, 0.2908, 0.2754, 0.1524, 0.3698, -0.8622, 4.0575, -1.8393, -0.1363, -0.9376, -0.6694, -0.4701, -0.0358, 0.6458, -2.3858, 0.4625, 0.6395, 0.2241, 0.3458, 0.3215, 0.0507, 0.4020, -1.0671, 0.1642, -0.6161, -0.3265, -0.7458, -0.5327, 0.0318, 0.5552, 0.1050, 0.5524, 0.1582, 0.5039, 0.3130, 0.2625, 0.2814, 0.3016, -0.0104, -0.5687, -0.0940, 0.2087, -0.6171, 0.2624, 0.2203], "max_force_ev_per_a": 2.05, "lumo_energy_ev": 0.296, "e_homo_ev": -8.61, "e_above_lowest_kj_mol": 0.0, "homo_lumo_gap_ev": 8.9}